# 1
Formula: C29H35Cl2KN2O2P
Source: OMol25
Level of theory: wB97M-V/def2-TZVPD

The calculation puts the energy above the lowest of the compared OMol25 structures with the same formula, charge and spin at 0.0 kJ/mol. The orbital gap is 5.97 eV. As for the lowest unoccupied orbital energy: 2.219 eV.

Structure (ORCA input):
```
! wB97M-V def2-TZVPD RIJCOSX def2/J DEFGRID3
* xyz -1 1
K 0.53 0.72 -0.18
O -1.45 1.09 1.29
C -2.26 0.33 1.94
C -3.59 0.77 2.19
C -4.51 0.01 2.87
C -4.17 -1.24 3.37
C -2.88 -1.70 3.15
C -1.92 -0.97 2.44
C -0.64 -1.66 2.25
N 0.34 -1.33 1.51
N 1.38 -2.25 1.53
C 2.35 -1.96 0.69
O 2.45 -0.99 -0.13
C 3.48 -2.97 0.70
C 3.50 -4.05 1.57
C 4.55 -4.96 1.54
C 5.60 -4.79 0.63
C 5.58 -3.71 -0.24
C 4.53 -2.80 -0.20
H -3.86 1.75 1.80
H -5.52 0.40 3.02
H -4.88 -1.85 3.92
H -2.59 -2.68 3.52
H -0.54 -2.61 2.80
H 2.68 -4.17 2.26
H 4.56 -5.80 2.22
H 6.42 -5.50 0.61
H 6.39 -3.57 -0.94
H 4.49 -1.95 -0.87
Cl -0.56 3.82 -1.08
C -0.51 3.84 0.70
Cl 1.16 3.82 1.28
H -1.03 2.95 1.07
H -0.97 4.77 1.03
C -4.09 -1.83 -0.46
C -3.21 -2.61 -1.45
C -2.69 -3.86 -0.75
C -4.09 -2.99 -2.64
P -1.74 -1.48 -1.80
C -2.55 -0.15 -2.78
C -2.82 1.02 -2.05
C -3.45 2.10 -2.64
C -3.82 2.05 -3.97
C -3.56 0.91 -4.72
C -2.94 -0.18 -4.12
C -0.53 -2.35 -2.96
C 0.31 -1.24 -3.61
C 0.41 -3.15 -2.04
C -1.05 -3.29 -4.04
H -4.93 -2.46 -0.15
H -4.50 -0.92 -0.91
H -3.53 -1.55 0.44
H -3.54 -4.42 -0.33
H -2.01 -3.61 0.07
H -2.17 -4.53 -1.44
H -4.93 -3.59 -2.29
H -3.56 -3.57 -3.40
H -4.51 -2.10 -3.13
H -2.52 1.07 -1.00
H -3.64 2.99 -2.05
H -4.31 2.90 -4.44
H -3.84 0.86 -5.76
H -2.76 -1.07 -4.71
H 0.80 -0.62 -2.85
H -0.27 -0.60 -4.27
H 1.12 -1.70 -4.19
H 0.85 -2.51 -1.27
H 1.23 -3.57 -2.64
H -0.10 -3.97 -1.55
H -1.74 -2.81 -4.74
H -1.55 -4.16 -3.61
H -0.20 -3.67 -4.62
*
```

---

# 2
Formula: C29H35I2N8O3RbS3
Source: OMol25
Level of theory: wB97M-V/def2-TZVPD

The calculation puts the energy above the lowest of the compared OMol25 structures with the same formula, charge and spin at 98.3 kJ/mol. The orbital gap is 5.06 eV. As for the lowest unoccupied orbital energy: 3.344 eV.

Structure (ORCA input):
```
! wB97M-V def2-TZVPD RIJCOSX def2/J DEFGRID3
* xyz -2 1
Rb 0.24 -0.06 0.38
C 1.19 1.21 -3.63
C -0.13 0.43 -3.44
N 0.03 -0.66 -2.51
C 0.37 -1.97 -3.01
C 1.82 -2.07 -3.50
S 3.08 -1.64 -2.24
C 3.86 -0.14 -2.94
C 3.33 1.20 -2.42
N 1.90 1.25 -2.38
H 0.96 2.20 -4.04
H 1.81 0.70 -4.38
H -0.52 0.10 -4.42
H -0.85 1.12 -3.00
H -0.75 -0.71 -1.87
H -0.27 -2.28 -3.86
H 0.24 -2.69 -2.20
H 1.99 -1.43 -4.36
H 2.02 -3.10 -3.78
H 3.78 -0.22 -4.02
H 4.92 -0.23 -2.68
H 3.80 1.99 -3.04
H 3.69 1.33 -1.39
H 1.54 1.98 -1.76
I -1.13 -9.08 2.27
C -0.76 -7.15 1.46
C -0.33 -7.03 0.15
C -0.11 -5.76 -0.34
I 0.56 -5.54 -2.33
C -0.27 -4.55 0.40
O -0.05 -3.40 -0.08
C -0.68 -4.77 1.77
C -0.74 -3.55 2.66
N -1.47 -2.42 2.12
C -2.92 -2.58 2.03
C -3.50 -1.20 1.85
C -4.28 -0.58 2.81
C -4.64 0.75 2.63
C -4.21 1.42 1.49
C -3.47 0.70 0.56
N -3.12 -0.57 0.73
C -0.93 -6.03 2.26
H -0.17 -7.90 -0.46
H 0.29 -3.21 2.81
H -1.14 -3.81 3.65
H -1.12 -2.30 1.17
H -3.29 -3.03 2.95
H -3.22 -3.22 1.19
H -4.59 -1.12 3.70
H -5.22 1.27 3.38
H -4.41 2.47 1.34
H -3.11 1.18 -0.34
H -1.26 -6.14 3.29
C 3.23 4.64 0.69
C 3.80 3.78 1.76
N 4.93 3.98 2.37
N 4.99 2.94 3.26
C 3.95 2.09 3.19
S 3.73 0.71 4.09
N 3.18 2.65 2.22
N 1.97 2.13 1.77
H 3.85 5.53 0.58
H 2.21 4.92 0.93
H 3.20 4.09 -0.26
H 5.78 2.83 3.87
H 1.20 2.47 2.37
H 1.74 2.56 0.87
O 0.69 3.24 -0.48
C -0.52 2.87 -0.40
O -0.94 1.76 -0.80
C -1.60 3.84 0.06
C -2.41 4.29 -0.98
C -3.50 5.12 -0.77
C -3.80 5.50 0.53
C -3.02 5.06 1.58
C -1.90 4.21 1.39
S -1.11 3.64 2.82
H -2.17 3.97 -1.99
H -4.12 5.44 -1.60
H -4.65 6.15 0.73
H -3.26 5.34 2.59
*
```

---

# 3
Formula: C29H35IrN2O3P2S2
Source: OMol25
Level of theory: wB97M-V/def2-TZVPD

The calculation puts the energy above the lowest of the compared OMol25 structures with the same formula, charge and spin at 102.6 kJ/mol. The orbital gap is 6.91 eV. As for the lowest unoccupied orbital energy: -6.764 eV.

Structure (ORCA input):
```
! wB97M-V def2-TZVPD RIJCOSX def2/J DEFGRID3
* xyz 2 1
Ir 0.10 -0.17 0.00
O 2.63 -2.16 0.41
S 3.30 -0.98 -0.05
O 4.23 -0.34 0.83
N 2.06 0.10 -0.36
C 2.46 1.47 -0.50
C 3.65 1.94 -0.97
C 3.92 3.33 -1.00
C 3.02 4.24 -0.54
C 1.78 3.79 -0.03
C 0.79 4.64 0.51
C -0.38 4.11 1.00
C -0.58 2.73 0.90
N 0.31 1.91 0.36
C 1.50 2.41 -0.06
C 4.06 -1.28 -1.60
C 3.28 -1.56 -2.71
C 3.90 -1.84 -3.92
C 5.29 -1.84 -3.99
C 6.06 -1.56 -2.87
C 5.45 -1.27 -1.66
H 4.42 1.27 -1.33
H 4.87 3.65 -1.39
H 3.24 5.30 -0.54
H 0.97 5.70 0.55
H -1.14 4.73 1.44
H -1.50 2.28 1.27
H 2.20 -1.53 -2.65
H 3.31 -2.05 -4.80
H 5.78 -2.06 -4.93
H 7.14 -1.57 -2.94
H 6.03 -1.05 -0.78
C -3.38 0.07 0.57
P -2.08 0.01 -0.68
C -2.30 1.50 -1.69
C -2.49 -1.37 -1.76
C -3.59 -1.35 -2.61
C -3.85 -2.44 -3.43
C -3.00 -3.54 -3.39
C -1.91 -3.57 -2.53
C -1.65 -2.48 -1.70
P -0.31 -2.45 -0.46
C 0.83 -3.71 -1.08
C -1.04 -3.29 0.97
H -4.34 0.26 0.08
H -3.19 0.86 1.30
H -3.43 -0.88 1.09
H -3.18 1.41 -2.32
H -1.43 1.64 -2.33
H -2.43 2.38 -1.06
H -4.25 -0.50 -2.65
H -4.69 -2.43 -4.10
H -3.19 -4.39 -4.04
H -1.28 -4.44 -2.53
H 1.25 -3.43 -2.04
H 0.27 -4.63 -1.19
H 1.64 -3.87 -0.38
H -1.61 -4.15 0.63
H -1.69 -2.62 1.54
H -0.24 -3.64 1.62
O -0.74 -0.33 1.89
S 0.35 0.10 2.97
C -0.65 -0.02 4.49
C -0.03 -1.13 5.34
C 0.50 -2.17 4.36
C 1.30 -1.39 3.34
H -1.64 -0.28 4.12
H -0.68 0.96 4.97
H -0.78 -1.53 6.02
H 0.79 -0.73 5.95
H -0.32 -2.70 3.88
H 1.13 -2.91 4.86
H 1.54 -1.87 2.39
H 2.25 -1.01 3.75
*
```

---

# 4
Formula: C29H35N6O5STi
Source: OMol25
Level of theory: wB97M-V/def2-TZVPD

The calculation puts the energy above the lowest of the compared OMol25 structures with the same formula, charge and spin at 23.5 kJ/mol. The orbital gap (alpha / beta) is 6.84 / 6.74 eV. The expectation value of S² is 0.7596. As for the lowest unoccupied orbital energy (alpha / beta): -5.615 / -5.845 eV.

Structure (ORCA input):
```
! wB97M-V def2-TZVPD RIJCOSX def2/J DEFGRID3
* xyz 2 2
Ti 0.12 0.89 -0.25
C 2.16 3.43 0.43
O 1.31 2.42 0.98
C 1.56 2.03 2.28
C 2.50 2.60 3.11
C 2.61 2.13 4.42
C 1.78 1.12 4.88
C 0.84 0.55 4.04
C 0.73 1.00 2.73
N -0.22 0.49 1.79
N -1.07 -0.28 2.32
C -2.08 -0.87 1.64
C -2.35 -0.65 0.27
O -1.62 0.14 -0.46
C -3.47 -1.28 -0.33
C -4.25 -2.13 0.39
C -4.01 -2.40 1.77
C -4.83 -3.29 2.49
C -4.58 -3.55 3.81
C -3.51 -2.91 4.45
C -2.69 -2.04 3.77
C -2.93 -1.76 2.41
H 2.06 4.35 1.00
H 1.82 3.60 -0.59
H 3.20 3.09 0.43
H 3.14 3.39 2.77
H 3.35 2.58 5.07
H 1.88 0.77 5.90
H 0.20 -0.24 4.38
H -3.66 -1.08 -1.37
H -5.10 -2.62 -0.08
H -5.66 -3.77 1.98
H -5.21 -4.23 4.37
H -3.32 -3.11 5.50
H -1.88 -1.55 4.28
C -2.00 5.11 -1.26
N -1.55 4.20 -2.31
C -1.88 4.61 -3.68
C -0.88 3.11 -2.02
O -0.59 2.80 -0.84
C -0.43 2.17 -3.13
O 0.36 1.16 -2.53
C 1.61 0.87 -3.14
C 2.57 0.54 -2.00
O 2.13 0.65 -0.83
N 3.80 0.18 -2.27
C 4.70 -0.24 -1.19
C 4.33 0.04 -3.62
H -1.60 6.11 -1.46
H -1.66 4.76 -0.29
H -3.09 5.16 -1.27
H -1.21 5.40 -4.01
H -2.89 4.99 -3.69
H -1.82 3.78 -4.37
H 0.14 2.72 -3.88
H -1.30 1.72 -3.62
H 1.98 1.73 -3.69
H 1.51 0.02 -3.82
H 4.20 -0.14 -0.23
H 5.60 0.37 -1.21
H 4.97 -1.28 -1.34
H 3.73 0.57 -4.35
H 4.38 -1.02 -3.89
H 5.34 0.44 -3.65
C 1.40 -4.68 -1.93
N 0.45 -4.50 -0.85
C -0.32 -5.50 -0.28
C -1.06 -4.93 0.70
N -0.73 -3.59 0.70
C 0.19 -3.33 -0.24
S 0.97 -1.85 -0.62
H 1.42 -5.73 -2.21
H 2.39 -4.38 -1.60
H 1.11 -4.08 -2.79
H -0.27 -6.52 -0.61
H -1.77 -5.35 1.38
H -1.10 -2.90 1.33
*
```

---

# 5
Formula: C29H36CdClN7O4SSi
Source: OMol25
Level of theory: wB97M-V/def2-TZVPD

The orbital gap is 7.80 eV. As for the lowest unoccupied orbital energy: 0.258 eV.

Structure (ORCA input):
```
! wB97M-V def2-TZVPD RIJCOSX def2/J DEFGRID3
* xyz 0 1
Cd 0.32 0.57 0.71
C -0.20 2.10 4.28
C -0.56 0.66 4.08
C -1.18 -0.08 5.07
C -1.46 -1.42 4.81
C -1.11 -1.99 3.60
C -0.48 -1.19 2.63
N -0.24 0.12 2.90
N -0.09 -1.58 1.38
Si -0.50 -3.06 0.60
C 0.18 -4.54 1.57
C -2.35 -3.27 0.38
C 0.30 -2.99 -1.10
H 0.60 2.18 5.03
H -1.06 2.67 4.65
H 0.16 2.54 3.35
H -1.44 0.37 6.01
H -1.97 -2.02 5.56
H -1.33 -3.03 3.39
H -0.61 -5.23 1.86
H 0.68 -4.21 2.48
H 0.90 -5.10 0.97
H -2.89 -3.32 1.33
H -2.56 -4.19 -0.18
H -2.74 -2.43 -0.20
H 0.84 -2.04 -1.23
H -0.46 -3.03 -1.88
H 1.00 -3.81 -1.27
N 0.45 4.21 0.69
C -0.79 3.73 0.92
N -1.10 2.47 0.94
C -2.46 2.28 1.18
C -3.10 1.05 1.26
C -4.46 1.03 1.51
C -5.18 2.21 1.68
C -4.55 3.44 1.60
C -3.19 3.46 1.35
S -2.13 4.83 1.20
H 1.25 3.58 0.78
H 0.63 5.19 0.83
H -2.54 0.14 1.11
H -4.97 0.07 1.58
H -6.25 2.16 1.87
H -5.11 4.36 1.73
C 5.69 -1.05 0.51
N 4.64 -0.13 0.89
C 4.73 1.32 0.79
C 3.32 1.73 1.20
O 2.93 2.88 1.29
N 2.57 0.61 1.41
C 3.37 -0.44 1.19
N 2.92 -1.69 1.31
H 6.65 -0.57 0.67
H 5.62 -1.35 -0.54
H 5.66 -1.94 1.14
H 4.93 1.65 -0.23
H 5.48 1.74 1.46
H 1.90 -1.79 1.40
H 3.46 -2.46 0.95
C -2.29 0.47 -5.84
C -0.95 -0.15 -5.54
C -0.53 -1.31 -6.16
C 0.71 -1.87 -5.85
Cl 1.20 -3.34 -6.65
C 1.53 -1.28 -4.92
C 1.12 -0.11 -4.29
C -0.10 0.46 -4.60
O -0.58 1.60 -4.04
C 0.25 2.21 -3.07
C 0.39 1.39 -1.80
O 1.46 1.55 -1.14
O -0.56 0.66 -1.44
H -2.88 -0.19 -6.47
H -2.16 1.43 -6.36
H -2.83 0.68 -4.92
H -1.17 -1.80 -6.88
H 2.49 -1.73 -4.69
H 1.77 0.33 -3.54
H -0.25 3.15 -2.80
H 1.24 2.45 -3.46
*
```

---

# 6
Formula: C29H36F8N6O2Si
Source: OMol25
Level of theory: wB97M-V/def2-TZVPD

Its structure (SMILES) is O[Si](O)(CCF)C(F)(F)C(F)(F)C(F)(F)F.c1cc[nH]c1.c1cc[nH]c1.c1cc[nH]c1.c1cc[nH]c1.c1cc[nH]c1.c1cc[nH]c1. The orbital gap is 8.34 eV. As for the lowest unoccupied orbital energy: 0.066 eV.

Structure (ORCA input):
```
! wB97M-V def2-TZVPD RIJCOSX def2/J DEFGRID3
* xyz 0 1
O -0.11 -3.41 1.35
Si -0.05 -3.04 -0.25
O -0.42 -4.45 -1.03
C 1.72 -2.57 -0.67
C 1.98 -1.15 -1.15
F 1.93 -1.11 -2.53
C -1.32 -1.63 -0.62
F -1.24 -1.18 -1.89
F -0.97 -0.59 0.20
C -2.81 -1.92 -0.29
F -3.42 -0.73 -0.08
F -2.90 -2.64 0.83
C -3.62 -2.60 -1.44
F -4.48 -3.48 -0.86
F -4.34 -1.71 -2.14
F -2.86 -3.28 -2.29
H -0.18 -4.37 1.44
H -0.44 -4.31 -1.98
H 2.33 -2.77 0.20
H 2.06 -3.23 -1.46
H 2.98 -0.85 -0.86
H 1.30 -0.41 -0.75
C -2.42 -7.93 -2.49
C -3.20 -8.58 -1.49
C -3.94 -7.62 -0.86
N -3.63 -6.42 -1.42
C -2.71 -6.59 -2.41
H -1.72 -8.39 -3.17
H -3.22 -9.64 -1.28
H -4.65 -7.70 -0.05
H -4.02 -5.53 -1.16
H -2.35 -5.75 -2.97
C 2.92 -1.46 3.36
C 3.80 -0.37 3.59
C 3.22 0.75 3.06
N 2.02 0.38 2.51
C 1.83 -0.97 2.69
H 3.06 -2.49 3.65
H 4.75 -0.41 4.09
H 3.56 1.77 3.02
H 1.39 1.00 2.05
H 0.94 -1.45 2.33
C 1.04 4.63 0.86
C 1.45 4.32 -0.46
C 0.91 3.10 -0.78
N 0.20 2.67 0.31
C 0.26 3.60 1.31
H 1.29 5.52 1.42
H 2.07 4.91 -1.11
H 0.97 2.50 -1.67
H -0.31 1.80 0.36
H -0.24 3.44 2.25
C -0.99 8.63 -2.65
C -2.10 8.49 -1.78
C -1.75 7.57 -0.83
N -0.48 7.15 -1.09
C -0.01 7.80 -2.20
H -0.93 9.28 -3.51
H -3.05 9.00 -1.84
H -2.30 7.17 0.01
H 0.03 6.47 -0.56
H 0.98 7.60 -2.58
C 5.39 -6.93 -1.22
C 5.19 -6.98 -2.63
C 3.90 -6.60 -2.87
N 3.31 -6.31 -1.67
C 4.21 -6.51 -0.66
H 6.29 -7.17 -0.69
H 5.91 -7.27 -3.38
H 3.35 -6.50 -3.80
H 2.36 -6.01 -1.55
H 3.94 -6.34 0.37
C -2.31 8.75 4.48
C -3.25 7.79 4.04
C -2.68 7.11 2.99
N -1.44 7.64 2.79
C -1.20 8.63 3.69
H -2.44 9.46 5.29
H -4.24 7.61 4.44
H -3.05 6.31 2.38
H -0.79 7.34 2.08
H -0.27 9.17 3.69
*
```

---

Number 1: energy -3247.84821 a.u.. Number 2: energy -3604.01843 a.u.. Number 3: energy -3044.29792 a.u.. Number 4: energy -3078.14637 a.u.. Number 5: energy -3126.77681 a.u.. Number 6: energy -2694.15293 a.u..